Record 1
{
  "formula": "C5H10O",
  "method": "ωB97M-V/def2-TZVPD",
  "e_above_lowest_kcal_mol": 45.1,
  "symbols": ["C", "O", "C", "H", "H", "H", "H", "H", "H", "H", "H", "H", "C", "H", "C", "C"],
  "coordinates": [[-1.211116, -0.387869, 1.297929], [2.321317, -0.954696, -1.638420], [-1.845937, 0.872309, 0.645958], [-2.389485, 0.811520, -0.325355], [-1.594012, -1.251513, 0.761129], [2.513739, -0.016765, -1.955158], [-0.326336, -0.226143, -1.556426], [0.293953, 1.084863, 1.170630], [0.881681, 1.176715, -1.266962], [2.099835, -0.569567, 0.403800], [-1.073558, -0.523487, 2.371074], [0.960102, -1.828090, -0.253858], [0.382153, 0.267823, -0.806791], [-2.142555, 1.758140, 1.191747], [1.446533, -0.843995, -0.490272], [-0.316313, 0.630755, 0.450975]],
  "atomic_forces_ev_per_a": [[-0.55, 1.33, -2.42], [-0.05, 1.17, -0.15], [1.86, 0.04, -0.75], [0.23, -0.53, 1.05], [0.43, -0.24, 0.25], [-0.40, -1.95, 0.73], [0.83, 1.00, 0.78], [0.84, 1.16, 0.71], [-0.56, -1.04, 0.41], [-0.99, -0.20, -0.83], [-0.05, 0.41, -0.38], [0.51, 0.90, -0.57], [-0.01, -1.53, -0.68], [0.07, -0.17, 0.33], [0.78, 1.18, -0.06], [-2.95, -1.52, 1.59]]
}

***

Record 2
{
  "formula": "C4H9NO2",
  "method": "ωB97M-V/def2-TZVPD",
  "e_above_lowest_kcal_mol": 52.9,
  "symbols": ["H", "O", "N", "H", "C", "C", "H", "H", "H", "H", "C", "H", "C", "O", "H", "H"],
  "coordinates": [[1.640972, -2.186640, 0.392477], [-2.021384, 0.708893, 0.746930], [0.318594, -0.597350, 0.395072], [0.808694, 1.130332, -0.529527], [1.642653, -1.149765, 0.301913], [-1.247057, 1.399486, 0.189011], [-1.137180, -0.585849, -1.296694], [0.743834, 1.301350, 1.147426], [-1.187687, -1.951055, -0.070142], [-2.159706, 3.082667, 0.251579], [-0.519805, -1.242107, -0.642058], [2.005532, -0.914842, -0.762366], [0.215540, 0.851069, 0.335668], [-1.420917, 2.688992, -0.219880], [0.029154, -1.887924, -1.326692], [2.288762, -0.647258, 1.087283]],
  "atomic_forces_ev_per_a": [[-0.11, -1.73, 0.49], [-2.88, -0.15, 0.16], [-2.00, -0.42, -0.30], [0.22, 0.75, -0.66], [1.07, 3.66, -0.80], [2.96, -0.15, 2.06], [0.46, -0.20, 0.77], [-0.15, 0.46, 0.93], [0.20, 0.79, -0.93], [-0.53, -0.20, 0.00], [-1.31, -1.12, 0.94], [0.36, -0.23, 1.24], [0.71, 0.03, -2.66], [0.90, -0.84, -0.22], [0.53, 0.16, -0.01], [-0.44, -0.80, -1.02]]
}

***

Record 3
{
  "formula": "C25H73N7O13",
  "method": "ωB97M-V/def2-TZVPD",
  "symbols": ["H", "H", "C", "C", "H", "H", "O", "O", "H", "H", "H", "O", "H", "H", "H", "C", "H", "H", "H", "H", "H", "N", "H", "H", "H", "O", "H", "H", "H", "C", "H", "H", "H", "H", "H", "C", "H", "N", "C", "H", "H", "H", "C", "C", "H", "H", "H", "H", "H", "H", "O", "O", "O", "O", "H", "H", "H", "H", "H", "H", "C", "H", "C", "C", "H", "H", "H", "N", "N", "H", "H", "C", "C", "N", "H", "C", "O", "H", "H", "C", "H", "H", "C", "H", "H", "H", "C", "H", "H", "N", "O", "H", "H", "O", "O", "H", "H", "H", "H", "H", "C", "H", "C", "C", "H", "C", "H", "C", "O", "H", "H", "H", "C", "N", "H", "H", "C", "C"],
  "coordinates": [[-2.865345, 2.399213, -1.638841], [1.610592, 3.799646, 0.786193], [-1.084550, -1.239804, -1.742873], [-4.248602, 4.282519, 1.935619], [0.239887, -2.607201, -2.764328], [-0.556975, 1.772328, -1.699446], [1.461656, 1.758814, -4.349936], [6.153987, 2.204412, 1.076060], [-2.816523, -1.907819, 1.125281], [-6.743863, 1.439263, -1.114337], [-1.173097, -5.114171, 3.507550], [-3.227964, -3.900065, 1.811355], [-0.462663, -0.359527, -1.691782], [-5.160630, 3.922584, 2.415718], [-1.423237, -3.344875, 3.537063], [2.395690, -2.825609, 2.379093], [5.215867, 4.252661, 0.954055], [0.809615, -2.333028, 3.747132], [7.614777, -0.763394, -1.408482], [4.346615, -4.850638, 2.462341], [-1.479678, -3.805566, 0.842253], [-0.127062, 0.198422, -4.740232], [4.884878, -3.164821, 2.606634], [-2.080870, 3.811340, 0.762838], [-2.789439, 0.908575, 1.730399], [3.106836, 0.228505, 0.480380], [-6.539024, -0.327821, -0.985007], [-3.754826, 6.448416, 3.489017], [1.746832, 3.096026, -0.894229], [4.345798, -3.977930, 3.072835], [0.278399, -2.228901, 2.003952], [-0.425687, 1.208952, 0.976827], [-4.613140, -1.260574, -1.437648], [3.310838, -1.571644, -0.548200], [0.710596, 0.138970, 2.403634], [6.841205, -0.540727, -0.763832], [-0.499386, 3.242028, -4.900578], [-2.018668, -1.168311, -2.889549], [-0.594848, -4.843509, -1.891430], [-3.473349, 4.065426, 2.675870], [2.196600, -0.345115, -1.279847], [-1.058305, -0.101357, -4.428666], [-4.633607, 6.481078, 2.811419], [5.148040, 3.198227, 1.314880], [-4.289594, 2.378210, 0.831490], [0.410785, -2.604313, -1.021387], [-2.328868, -2.132003, -2.927890], [0.125430, -4.969109, -1.052090], [0.555676, -0.402739, -4.315941], [-1.673731, 2.013431, -4.597239], [5.701065, -0.061801, -1.472336], [-0.713249, 0.478335, 1.510373], [-1.269156, -3.573411, -1.804616], [3.023533, -3.595099, 3.421570], [1.789484, -1.321491, 0.204375], [4.781497, -4.294689, 4.010501], [5.029300, 0.284599, -0.875289], [7.012370, 2.494403, 1.422592], [-4.837205, 7.559850, 2.577513], [2.654503, 0.157213, 1.357590], [-3.556575, -2.725937, 1.075283], [2.745857, 0.454092, -3.903234], [-1.044082, -4.229859, 2.930983], [-1.899075, -4.367656, 1.635690], [2.457951, -3.319101, 1.417070], [7.143170, 0.181184, -0.007175], [2.760190, -1.811603, 2.374258], [4.409066, -2.161372, -3.021683], [-0.733779, 2.368414, -4.480953], [6.596665, -1.477735, -0.251861], [1.295242, 1.600302, 4.484191], [0.289839, 1.439714, -4.564055], [2.569289, -0.789241, -0.352090], [0.371201, -4.134999, 2.673075], [-0.606134, 3.548543, -1.877054], [-3.206735, -0.274289, -2.879859], [1.513138, 0.206141, 2.909826], [4.232975, 2.700246, 1.044916], [4.349782, 0.389735, -3.296171], [0.903891, -2.741962, 2.697545], [-2.482187, 1.694102, -0.202526], [-5.462131, 6.128448, 3.434010], [1.732479, 1.496512, 3.504655], [-1.833672, 2.102812, 2.591111], [5.029617, 3.363737, 2.430823], [-2.050911, -5.416872, 1.277644], [3.352206, -1.418511, -3.418642], [-3.581725, -3.028069, 0.007796], [-4.460412, -2.337553, 1.499127], [-2.742451, 3.666106, 0.029283], [-4.410320, 5.656324, 1.652007], [0.982069, -4.693263, 3.258964], [-1.682612, -1.289011, -0.807607], [-5.099408, 0.690965, -1.940074], [2.252036, -1.957297, -3.622774], [-3.495615, -0.141907, -0.783959], [1.311633, 2.229615, 2.783087], [4.081322, -3.063621, -2.727987], [-1.383633, -5.631981, -1.817064], [2.840294, 1.542167, 3.602957], [-4.128332, -0.343871, -1.668377], [-2.794732, 0.737674, -2.899432], [-0.845311, 2.690174, -1.180337], [-4.061324, 3.477149, 0.611289], [-3.706039, -0.430969, -3.857027], [-6.053216, 0.631523, -0.899242], [-5.573510, 0.780062, 0.091366], [-0.312420, -2.530961, -1.838592], [-0.096931, 2.779253, 0.057705], [5.129313, -1.740784, -2.405328], [-0.121950, -4.973552, -2.866197], [-1.849796, 0.326261, 3.176738], [1.102745, 3.593536, -0.165543], [3.525519, -0.067480, -3.510762], [-4.861301, 3.891593, -0.050983], [0.718328, 4.519256, -0.495082], [-2.261253, 2.548001, -0.756632], [-1.837474, 0.979414, 2.288570]],
  "atomic_forces_ev_per_a": [[-0.40, 0.39, -0.51], [-0.12, -0.55, -0.20], [-1.63, 0.22, 0.42], [-0.59, -0.53, -0.51], [0.32, 0.19, -0.34], [0.20, 0.09, -0.15], [-0.37, 0.05, -0.63], [0.29, 1.01, -0.23], [0.19, -0.32, 0.35], [-0.31, 0.03, 0.31], [-0.50, -0.67, 0.71], [-0.30, 0.77, 0.66], [0.44, 0.20, -0.05], [-0.31, -0.17, -0.01], [0.21, -0.87, -0.65], [-1.23, -0.10, 0.67], [0.51, -1.08, -0.67], [-0.13, 0.03, -1.03], [1.54, -0.10, -1.69], [-0.07, -0.65, -0.98], [0.92, 0.49, -0.90], [-0.22, -1.96, 0.32], [0.31, 0.23, -0.06], [0.46, 0.20, 0.49], [0.41, -0.45, 0.16], [-0.12, 0.11, 0.65], [-0.50, -0.37, 0.47], [-0.16, 0.07, -0.42], [0.09, 0.21, 0.12], [-0.75, 0.16, 1.09], [0.01, 1.06, -0.61], [0.57, 0.98, -0.98], [-0.53, -1.17, -0.37], [0.13, 0.27, -0.29], [-1.24, 0.48, -0.29], [-2.14, 0.29, 2.00], [-0.20, 0.58, -0.01], [-0.24, -0.51, -0.06], [-1.19, -0.33, 0.45], [0.53, 0.27, -0.11], [0.01, -0.29, 0.14], [0.30, 0.21, -0.21], [0.55, -0.04, 0.36], [-0.20, 0.08, 2.45], [0.22, 1.17, -0.22], [-0.07, -0.11, 0.18], [-0.33, -0.04, -0.52], [-0.32, 0.10, -0.55], [0.45, -1.03, -0.26], [0.20, 0.33, -0.38], [0.42, -0.08, -0.59], [-1.54, 0.13, 1.05], [0.58, -1.03, 0.33], [-0.35, 0.51, -0.89], [-0.31, 0.22, -0.36], [0.50, 0.23, 0.20], [0.11, 0.00, 0.47], [-0.45, 0.04, -0.13], [0.29, -1.22, -0.41], [0.45, 0.21, -0.62], [1.18, -0.81, -0.53], [0.20, 0.21, 0.08], [-0.37, 0.69, -0.11], [-0.77, -0.68, 0.48], [0.52, -0.17, -0.35], [0.18, 0.02, -0.06], [0.66, 0.27, -0.17], [1.34, -0.40, 0.83], [0.05, -0.17, -0.06], [-0.05, -0.02, 0.14], [-0.37, -0.06, 0.33], [-0.10, 1.79, 1.21], [-0.25, -0.34, 0.57], [0.86, 0.91, -0.52], [-0.55, -0.74, 0.96], [1.36, -0.77, -0.13], [1.70, -0.28, 1.11], [-0.42, 0.18, -0.58], [1.83, 0.67, 0.41], [0.25, -2.22, 1.92], [0.41, -2.17, 0.97], [-0.24, -0.20, -0.28], [0.45, -0.68, -1.70], [0.78, -1.83, -0.42], [0.24, -0.29, -0.86], [0.75, 0.58, 0.47], [-0.91, 1.04, 0.27], [-0.55, 0.47, 0.32], [-0.77, 0.03, -0.20], [-0.41, 0.49, -0.33], [0.05, 0.93, 0.47], [-0.54, -0.07, 0.10], [0.52, 0.13, -0.10], [0.98, -0.90, 1.09], [0.31, 0.46, -0.29], [-0.44, 0.38, -0.02], [0.54, 0.13, 0.73], [0.16, -0.30, -0.01], [0.60, 0.65, 0.10], [-0.78, 0.52, -0.10], [0.76, 1.87, -1.02], [-0.26, 0.17, 0.00], [0.80, -0.07, 0.34], [-0.66, 0.37, 0.70], [-0.09, 0.01, 0.72], [0.27, 0.78, -0.34], [-0.37, -0.19, -0.39], [-0.09, 0.33, -0.20], [1.15, 0.71, -0.59], [-0.87, -0.05, -0.81], [0.28, 0.19, 0.06], [-0.33, 0.54, -0.25], [-0.71, -1.32, 0.89], [-2.10, -1.55, -0.73], [0.58, -0.63, 0.18], [-0.02, 1.23, -0.78], [-1.11, 1.64, -1.01], [-0.05, 0.58, 0.30]]
}

***

We obtain E_tot values of -271.680698 -363.001208 -2357.558001 Eh for the records listed above, in that order.
We obtain HOMO-LUMO gap values of 10.84 9.05 8.93 eV for the records listed above, in that order.